[1]
Entry from the OMol25 dataset: a 3-piece molecular cluster, C24H21I2N2O10 overall in a non-equilibrium geometry (the ωB97M-V functional and the def2-TZVPD basis).

```
59
Properties=species:S:1:pos:R:3:forces:R:3:lowdin_charge:R:1
C 2.7262 1.4297 -4.5223 0.760 -0.547 2.211 -0.6926
O -3.0945 1.6262 -1.5137 3.346 2.269 -5.035 0.0451
C -3.0278 2.1661 2.2270 0.822 0.505 -0.992 -0.2049
O -3.2310 2.6006 -3.6240 1.921 -1.663 2.303 0.0519
O 0.1360 -7.5402 2.4497 0.340 0.418 0.286 0.1276
H 4.0961 -0.4150 -4.6986 -2.113 0.508 0.190 0.0955
C 0.5507 -5.4678 1.4054 -0.056 -0.169 0.041 0.0856
C 2.2137 1.5589 1.2838 -0.451 -5.435 2.390 -0.0835
H -0.0619 -5.7440 0.5571 0.031 0.000 0.036 0.1404
C 2.1850 2.9574 0.4437 -0.288 -2.234 -0.065 -0.1084
C -4.4412 1.2188 4.1057 0.029 -0.156 -0.406 0.0811
C -4.0025 1.1466 2.7074 -0.636 -0.645 0.351 -0.3070
H -1.8756 3.8812 2.6939 -0.041 0.014 0.042 0.1305
C 1.6438 1.8372 -3.3921 -1.836 0.209 0.645 -0.1788
C 0.0793 1.7820 -3.6353 0.358 1.058 3.092 -0.1167
H 3.2507 2.2401 -1.9766 -1.291 -0.078 -0.116 0.1644
I 2.3603 2.3388 -6.4813 0.207 -0.204 0.995 0.9125
C 2.9578 -0.1981 -4.5932 0.080 0.091 -1.489 -0.7252
H -1.4677 0.9082 -4.7594 0.787 0.680 -0.005 0.1016
H 1.6005 -2.6028 0.7642 -0.074 -0.263 -0.098 0.0835
C 1.3783 2.5974 -0.9365 -1.487 -0.483 -1.428 -0.0981
C -0.1952 2.5914 -1.0435 2.609 -1.080 -2.750 0.1276
C 1.4974 -6.0752 3.6776 0.433 -0.712 1.473 -0.2118
C 1.1713 -4.2895 1.4786 -0.456 0.342 -1.117 -0.2153
C 2.1082 -0.9164 -5.7736 -0.199 -0.549 1.157 -0.2408
H 1.0069 -0.5956 -5.6320 1.810 -0.398 -0.541 0.0591
H 2.5110 -0.6829 -6.8326 -0.687 -0.389 1.912 0.0632
O 1.5879 -6.9846 4.6919 -0.492 0.635 -1.516 0.1039
O 1.0601 -3.3647 0.4756 0.462 -0.297 1.112 0.0613
H 3.7535 1.8594 -4.1681 -1.977 -0.556 -0.672 0.0894
H -4.1250 2.1727 -3.4712 1.173 0.766 0.024 0.1520
I 2.3591 -1.2056 -2.7107 0.376 0.456 -0.703 0.8376
C -2.5815 3.1334 3.0305 -0.016 0.064 0.216 0.0766
H 3.2825 3.2557 0.2023 -2.069 -0.338 0.433 0.1258
H 1.0533 -7.7519 4.4023 0.131 0.103 0.130 0.1219
H 2.1320 -2.0580 -5.5356 0.133 2.045 -0.778 0.0698
H -3.0732 1.2946 0.5578 0.118 0.216 -0.147 0.0935
O 2.5823 -2.8448 2.6777 -0.370 -0.012 -0.361 0.0763
H 1.8638 -0.7341 2.0388 1.148 2.533 0.184 0.0456
H -3.9311 3.0419 6.5835 -0.145 -0.168 0.003 0.1200
O -4.3915 2.2607 6.2155 0.832 0.474 -1.353 0.0996
H -5.1354 0.4618 4.4464 0.023 0.043 -0.021 0.1406
O -2.6073 2.0724 0.9275 -0.737 -0.391 1.673 0.0252
C 0.6774 -6.4487 2.4906 -0.516 -0.393 -0.576 -0.3038
C -3.9924 2.1844 4.9111 -0.762 -0.382 1.349 -0.2157
N -0.5464 1.3549 -4.9026 1.172 0.862 1.899 0.0517
C 2.0132 -3.9270 2.6530 0.369 -0.112 0.766 -0.3021
C -2.4546 2.1394 -2.5092 -3.372 -1.877 3.130 -0.2902
C 2.1836 0.3726 1.8811 -0.919 6.079 -4.528 0.1020
H -0.7847 2.8698 -0.0862 0.874 -0.650 -2.022 0.1217
H 2.7209 -4.6131 4.6027 -0.018 -0.022 -0.036 0.1402
C 2.1209 -4.8964 3.7482 0.146 0.515 -0.253 0.0810
C -0.8501 2.1772 -2.4218 3.313 0.656 0.508 0.0607
O -4.4037 0.2865 1.9399 0.408 0.441 -0.052 0.1180
C -3.0386 3.2205 4.4231 0.494 0.618 -0.081 -0.3089
O -2.6624 4.1003 5.1795 -0.276 -0.458 -0.100 0.1188
N 2.2112 2.2339 -2.0780 -4.417 0.140 -0.895 0.1043
H 1.6136 3.7742 1.0124 1.016 -1.302 -0.864 0.1250
H -0.5890 2.1459 -5.5675 -0.020 -0.771 0.454 0.0720
```
Forces are in eV/Å.

The HOMO-LUMO gap is 6.5 eV. For the largest force on an atom, the calculation gives 0.1485 Eh/bohr. The total charge is +1.



[2]
Entry from the OMol25 dataset: C24H21MoN5O7 as an isolated structure in a non-equilibrium geometry (the ωB97M-V functional and the def2-TZVPD basis).

```
58
Properties=species:S:1:pos:R:3:forces:R:3:lowdin_charge:R:1
C 1.6775 1.7375 0.8633 0.361 -0.073 0.526 -0.6138
H -4.3209 1.9936 -4.6610 0.006 0.016 0.018 0.0997
C -3.8095 0.1624 2.1505 -0.058 0.126 -0.081 0.0219
C 1.3459 1.0080 -2.6393 -0.314 0.059 0.068 -0.4620
O 1.6258 1.8035 -3.5141 0.088 0.022 0.003 0.0935
H -0.1390 1.1352 -4.9878 0.004 0.012 -0.008 0.1083
N 0.9982 -0.3190 2.1349 -0.108 0.116 0.262 -0.1593
H -4.2322 1.6067 -2.2361 0.008 0.038 0.011 0.1016
O 0.9590 -3.8424 1.2244 -0.146 0.090 -0.162 0.1003
H 1.1138 0.0139 4.2139 -0.027 -0.064 0.060 0.1329
N 0.1168 0.5466 -2.2869 0.142 -0.246 -0.395 -0.0541
C -2.8738 1.0940 0.0245 0.251 0.155 -0.426 -0.4616
C -3.3802 1.7245 -4.1978 -0.032 0.014 -0.036 -0.0923
H 2.8571 -0.0043 1.2008 0.036 -0.059 -0.018 0.1053
H 4.9325 -2.1951 -0.5778 -0.012 -0.002 0.019 0.1142
C -2.0294 -1.8633 1.8940 0.172 -0.179 -0.145 -0.1042
O 0.1742 -2.0251 0.1926 0.130 -1.854 -0.085 -0.2718
C 0.0300 1.6522 3.4537 0.104 -0.137 -0.070 -0.2259
C 4.2486 -1.4350 -0.9277 0.133 0.109 -0.098 -0.0340
H -1.3707 -2.7044 1.7394 0.009 0.054 0.040 0.1070
H -0.9195 2.8956 2.2747 0.046 -0.077 -0.067 0.1124
C 0.7989 -2.6500 1.1583 0.524 0.191 0.848 -0.6380
H -0.3590 1.8525 4.4587 0.116 -0.094 0.070 0.1238
H 2.5509 -2.4605 -0.1746 -0.048 0.018 0.058 0.1049
H 5.7560 -0.1457 -1.7724 0.002 0.011 -0.011 0.1166
N -1.9600 -0.8585 1.0079 -0.461 0.077 0.836 0.0391
H -4.4990 0.9947 2.1590 0.033 0.019 0.002 0.1289
O -0.9566 1.9584 2.4934 -0.236 -0.086 -0.138 -0.0471
H 0.9558 -2.1442 3.2039 -0.001 0.028 0.023 0.1329
H -2.9359 -2.7446 3.6053 0.012 -0.004 -0.018 0.1141
O -3.7259 1.9574 -0.0538 -0.035 -0.039 0.150 0.0883
C -1.0322 1.2395 -4.3926 0.036 -0.061 0.064 -0.0149
H 2.4323 -1.8816 2.3078 0.028 -0.032 0.002 0.1366
C -2.9314 -1.8962 2.9352 -0.193 0.056 0.086 -0.0383
O 2.3062 2.7725 0.9478 -0.202 -0.073 -0.106 0.0767
H -0.4935 -0.4191 3.6127 -0.045 -0.051 -0.050 0.1094
H 2.6158 0.9731 2.6351 0.013 -0.018 -0.031 0.1340
H -2.2810 1.7895 -6.0383 -0.001 -0.004 0.006 0.0996
C 4.6994 -0.3112 -1.6126 -0.127 -0.146 0.087 -0.0213
H 4.0012 1.4067 -2.7410 -0.013 -0.016 -0.021 0.1310
C 3.7536 0.5507 -2.1293 -0.059 0.088 -0.082 0.0341
N -1.9065 0.7894 -0.8900 -0.709 0.076 0.148 -0.0527
C -3.8321 -0.8460 3.0889 0.175 -0.136 -0.067 -0.0265
H -4.5380 -0.8367 3.9083 -0.023 0.002 -0.017 0.1157
Mo -0.1957 -0.2765 -0.3934 0.376 2.415 -1.013 1.8775
C -0.9913 1.0008 -3.0256 -0.349 0.136 0.156 -0.2098
H 0.9203 2.2705 3.3168 0.006 0.029 -0.024 0.1163
N 1.9786 -0.6925 -1.0987 0.683 0.046 -0.154 0.0338
C 0.3959 0.1728 3.3963 -0.105 0.202 0.015 -0.1520
C 1.3508 -1.7307 2.2749 -0.204 -0.039 -0.318 -0.0836
C 2.8978 -1.5794 -0.6901 -0.154 -0.116 0.103 -0.1065
C 2.4140 0.2957 -1.8887 0.232 -0.115 0.081 -0.1793
C -3.3386 1.5031 -2.8297 -0.002 0.009 0.138 -0.0160
C -2.2376 1.6041 -4.9729 0.034 -0.005 -0.039 -0.0906
O 0.6771 1.5477 0.0540 -0.273 -0.658 0.045 -0.1711
C -2.1291 1.1526 -2.2377 0.221 -0.005 -0.374 -0.1941
C 2.1102 0.5526 1.7599 -0.149 0.265 -0.212 -0.0998
C -2.8698 0.1106 1.1340 0.106 -0.091 0.339 -0.1898
```
Forces are in eV/Å.

Its expectation value of S² is 2.01. The HOMO-LUMO gap (spin up / spin down) is 6.8 / 6.8 eV. For the largest force on an atom, the calculation gives 0.0515 Eh/bohr. As for the spin multiplicity: 3. The total charge is 0.